[1]
C5H10O2 as an isolated structure, computed with ωB97M-V with the def2-TZVPD basis set.

Summary:
- relative energy (zero: lowest compared OMol25 entry of this formula, charge and spin) (kJ/mol) = 318.4
- multiplicity = 1
- LUMO energy (eV) = 0.895
- M (g mol⁻¹) = 102.13
- gap between HOMO and LUMO (eV) = 10.4
- calculated total energy (Eh) = -346.90416

Geometry as XYZ:
```
17
Properties=species:S:1:pos:R:3:forces:R:3
C 0.07283 -0.76737 -1.99749 0.03 -0.03 0.18
C -0.28988 0.24893 -0.94482 -1.11 -1.32 1.34
O -1.12444 -0.95729 0.24661 0.95 1.56 -1.56
C -0.64075 -0.61159 1.50099 -0.12 0.70 0.75
C -0.27818 0.82811 1.39763 1.51 0.71 -1.36
C 0.64028 0.91450 0.02075 -1.18 -0.08 2.03
O 1.90430 0.31552 0.13680 -0.12 -0.18 0.05
H -0.80645 -1.41138 -2.07378 0.17 -0.01 -0.15
H 0.91671 -1.39398 -1.69945 -0.09 0.06 -0.01
H 0.29022 -0.36500 -2.99631 -0.06 0.25 0.37
H -1.05394 0.96242 -1.27948 -0.13 -0.56 0.34
H 0.17634 -1.25026 1.89931 -0.24 0.17 -0.41
H -1.36028 -0.43925 2.33475 -0.53 -1.43 -0.55
H -1.23249 1.36322 1.21333 0.66 0.00 0.01
H 0.19395 1.20666 2.31429 0.19 0.18 -0.45
H 0.78718 1.99298 -0.07251 0.03 -0.17 -0.75
H 1.80460 -0.63621 -0.00061 0.04 0.17 0.16
```
Positions in Å, forces in eV/Å.

Here are the Mulliken charges for atoms 1 to 2, given in e: C -1.114; C -0.008

[2]
C4H6N2S in the gas phase, computed with ωB97M-V with the def2-TZVPD basis set.

Summary:
- relative energy (zero: lowest compared OMol25 entry of this formula, charge and spin) (kJ/mol) = 117.5
- SMILES = NC1=CC=NSC1
- multiplicity = 1
- LUMO energy (eV) = 0.738
- M (g mol⁻¹) = 114.17
- gap between HOMO and LUMO (eV) = 8.4
- calculated total energy (Eh) = -663.68377

Geometry as XYZ:
```
13
Properties=species:S:1:pos:R:3:forces:R:3
C -0.48750 -0.26856 -0.08669 -0.09 -0.08 -0.12
C 0.67642 -0.64988 -0.69378 -1.32 0.80 1.01
C 1.85977 0.11775 -0.44288 1.27 0.69 -0.43
C -0.53973 0.81650 0.97875 -0.54 -0.09 -0.43
H -1.56765 -1.71869 -0.94424 -0.56 0.18 0.18
H -2.49078 -0.73817 0.15622 -0.40 -0.04 0.34
H 0.66299 -1.48783 -1.39202 0.28 0.25 0.24
H 2.77460 -0.37474 -0.80242 -0.06 0.47 0.15
H -1.53112 1.33279 1.00979 0.64 -0.56 -0.07
H -0.33186 0.40768 1.96210 -0.10 -0.31 0.19
N -1.67123 -0.88377 -0.38249 0.98 -0.21 -0.54
N 2.01219 1.33190 0.01298 -0.62 -1.56 0.07
S 0.63389 2.11502 0.62469 0.52 0.46 -0.59
```
Positions in Å, forces in eV/Å.

Here are the Mulliken charges for atoms 1 to 2, given in e: C 0.748; C -0.473

[3]
A 2-piece molecular cluster, C25H49BCl2F3I2N7O3 overall, computed with ωB97M-V with the def2-TZVPD basis set.

Summary:
- net charge = +1
- multiplicity = 2
- LUMO energy (spin up / spin down) (eV) = -3.197 / -3.197
- M (g mol⁻¹) = 888.23
- gap between HOMO and LUMO (spin up / spin down) (eV) = 6.6 / 7.6
- calculated total energy (Eh) = -3430.96813

Geometry as XYZ:
```
92
Properties=species:S:1:pos:R:3:forces:R:3
C 5.17240 0.34595 -1.06273 -0.16 -0.17 -0.04
C 4.90213 -0.16961 -2.49419 -0.07 0.70 0.64
C 4.09698 0.84080 -3.30628 0.44 0.01 0.48
N 2.68345 0.86951 -2.92398 0.13 0.11 -0.64
C 1.73909 0.00258 -3.50614 -0.01 -0.51 0.59
Cl 2.53030 -1.25956 -4.54384 0.03 0.17 -0.04
N 1.10005 -0.85501 -2.41323 -0.26 -0.08 -0.52
C 1.54445 -0.61493 -1.03207 -0.32 -0.62 0.82
C 0.87243 -1.49401 0.03179 0.40 0.45 0.00
C -0.46287 -0.97414 0.52030 -0.13 -0.64 0.06
Cl -0.99972 -1.96711 1.90449 -0.10 -0.12 -0.10
C -0.23580 -0.82319 -2.69352 0.20 1.17 -0.06
N -1.06114 -1.80018 -2.58558 0.22 -0.41 0.08
N -2.42853 -1.67474 -2.81500 -0.19 0.01 0.56
C -0.63389 -3.13259 -2.17009 -0.07 -0.32 -0.13
C -1.19359 -4.22834 -3.07892 -0.11 0.20 -0.04
O -0.31537 -5.31752 -3.08087 -0.07 -0.40 -0.16
C -0.37596 -6.12964 -1.93323 0.23 0.38 0.03
C 0.87388 -5.94072 -1.05109 0.61 -0.02 0.12
F 1.48322 -7.12185 -0.79272 -0.41 0.91 -0.07
F 0.53676 -5.36915 0.13941 0.30 -0.29 -0.54
F 1.78985 -5.11535 -1.63608 -0.59 -0.63 0.52
N -0.61862 0.44675 -3.21949 -0.57 -1.44 -0.46
C 0.44221 0.59710 -4.26727 0.47 0.75 0.17
B 0.07632 -0.26599 -5.58677 -0.15 -0.07 -0.31
N 0.72369 -0.04830 -6.81773 0.47 -0.56 0.76
O -0.99710 -1.14737 -5.58069 0.12 0.02 -0.02
C 0.40488 2.08473 -4.78259 -0.04 -0.18 0.58
I 2.29398 2.89312 -5.41521 -0.10 0.09 -0.23
C -0.40738 3.07461 -3.94511 0.38 0.85 -0.99
C -0.67047 4.38430 -4.73267 0.14 -0.28 0.23
I 0.52621 3.57229 -2.08150 -0.30 -0.07 0.33
H 6.23172 0.47529 -0.87567 0.18 0.05 0.01
H 4.80472 -0.33963 -0.30460 -0.01 -0.14 0.12
H 4.68855 1.29993 -0.87409 -0.09 0.18 -0.01
H 4.36035 -1.10371 -2.41887 0.12 -0.35 -0.35
H 5.85961 -0.30788 -2.98054 0.06 -0.36 -0.27
H 4.25952 0.73979 -4.37523 -0.19 -0.22 -0.18
H 4.49158 1.82017 -3.04849 -0.05 0.24 -0.04
H 2.33865 1.81668 -2.89440 -0.05 0.01 0.05
H 2.60123 -0.82112 -0.96327 0.24 0.13 -0.32
H 1.37320 0.41981 -0.73503 0.17 0.27 -0.20
H 1.54676 -1.45297 0.88363 0.09 -0.04 0.16
H 0.83529 -2.53642 -0.25569 -0.04 -0.12 0.02
H -0.39762 0.05129 0.86044 0.01 0.22 0.03
H -1.25430 -1.08212 -0.21279 -0.15 0.22 -0.09
H -2.64966 -2.09385 -3.70699 -0.07 -0.03 -0.21
H -2.69015 -0.70005 -2.78105 0.00 0.14 -0.18
H -0.93949 -3.29444 -1.14063 -0.09 0.05 0.17
H 0.44560 -3.17478 -2.23574 0.14 0.12 -0.08
H -1.26029 -3.88010 -4.10658 0.14 0.07 -0.19
H -2.19280 -4.53003 -2.76746 -0.15 -0.04 0.08
H -0.45260 -7.16878 -2.22640 0.13 -0.20 -0.09
H -1.23706 -5.86754 -1.32446 -0.17 -0.11 0.17
H -0.39028 1.05608 -2.43290 -0.09 0.56 -0.10
H 0.67269 -0.85999 -7.41589 -0.20 0.17 -0.46
H 1.67407 0.28976 -6.76620 0.00 0.21 -0.27
H -1.78020 -0.70322 -5.25743 -0.32 0.00 0.30
H -0.13030 2.06609 -5.72532 -0.01 -0.03 -0.20
H -1.38028 2.63906 -3.76672 -0.01 -0.29 0.50
H -0.06885 5.20562 -4.36898 0.08 0.18 0.03
H -0.43032 4.26372 -5.78392 -0.03 -0.12 -0.20
H -1.71709 4.65150 -4.65391 -0.15 0.14 0.09
C -2.33562 0.43762 4.24358 -0.27 0.18 0.05
C -1.14799 0.82857 5.14436 -0.56 -0.68 -0.85
C -1.19420 0.09841 6.48925 -0.06 0.15 0.48
C -2.21501 0.66731 7.47254 0.05 0.05 -0.08
C -2.00271 2.17098 7.64881 0.15 -0.39 0.10
C -2.03803 2.92986 6.32268 -1.06 0.50 -0.11
N -1.09175 2.30690 5.34318 1.02 -0.30 1.18
O 0.12094 2.69604 5.56055 -0.19 0.19 -0.49
C -3.48528 2.96399 5.79349 0.00 -0.13 -0.11
C -1.63654 4.38356 6.53971 0.33 0.10 0.03
C 0.08824 0.35459 4.39200 0.47 0.12 0.05
H -3.27358 0.92857 4.47974 0.07 -0.03 0.11
H -2.11322 0.67998 3.20308 0.05 0.03 0.00
H -2.51589 -0.63570 4.30044 0.12 -0.04 0.00
H -0.20470 0.15505 6.95316 0.03 0.10 -0.07
H -1.39001 -0.96042 6.31160 0.01 -0.01 -0.09
H -3.23268 0.45062 7.13676 0.00 0.04 -0.03
H -2.10039 0.17121 8.43750 -0.03 -0.02 0.00
H -2.76563 2.58394 8.31120 -0.02 0.07 -0.03
H -1.03714 2.33621 8.13615 0.04 0.04 -0.09
H -3.51640 3.31388 4.76078 0.02 -0.01 -0.02
H -4.07368 3.65545 6.39486 0.09 0.08 0.05
H -3.99929 2.00742 5.85388 0.04 0.00 -0.01
H -0.66295 4.47492 7.01552 0.02 -0.05 -0.08
H -2.36813 4.86448 7.18680 -0.10 -0.04 0.01
H -1.60829 4.92660 5.59383 0.01 -0.02 -0.01
H 0.22101 0.90958 3.46023 -0.03 0.05 0.03
H -0.02440 -0.70028 4.14460 -0.13 0.02 0.05
H 0.99928 0.46009 4.97751 -0.04 0.11 0.02
```
Positions in Å, forces in eV/Å.

Here are the Mulliken charges for atoms 1 to 2, given in e: C -1.221; C -0.226

[4]
C8H13BO2 in the gas phase, computed with ωB97M-V with the def2-TZVPD basis set.

Summary:
- relative energy (zero: lowest compared OMol25 entry of this formula, charge and spin) (kJ/mol) = 118.2
- SMILES = CC1=CC=C[C@@](C)(B(O)O)C1
- multiplicity = 1
- LUMO energy (eV) = 0.242
- M (g mol⁻¹) = 152.00
- gap between HOMO and LUMO (eV) = 8.1
- calculated total energy (Eh) = -487.99458

Geometry as XYZ:
```
24
Properties=species:S:1:pos:R:3:forces:R:3
B 2.31580 -0.19463 0.27389 -0.27 -0.42 -0.21
C -0.70522 1.94785 0.44565 1.02 -0.50 -0.09
C -1.87662 1.13968 0.29106 0.60 -2.54 -0.39
C 0.55909 1.52693 0.33423 -2.30 -0.68 -0.23
C -1.73602 -0.20176 0.22089 1.61 -0.08 1.53
C -0.27404 -0.86762 0.48709 -1.09 3.02 -3.16
C 0.83963 0.18316 -0.14666 -1.09 -3.52 0.18
C -2.83743 -1.18649 0.18975 1.20 -2.60 0.75
C 0.63220 0.12761 -1.70318 -1.19 -2.17 2.05
O 3.28651 -0.14910 -0.70867 1.20 -1.17 0.30
O 2.57818 -0.49772 1.59317 1.87 0.44 -0.08
H -0.89093 2.93401 0.63512 -0.26 2.62 0.76
H -2.86999 1.52598 0.29615 -0.44 0.60 -0.14
H 1.42709 2.05131 0.49907 1.35 2.20 0.45
H -0.22652 -1.12030 1.49395 0.41 0.19 2.18
H -0.21032 -1.82842 0.00500 0.04 -0.29 -0.71
H -2.47369 -1.91742 -0.59325 -1.13 0.40 0.64
H -3.84817 -0.87589 0.06319 -0.58 0.70 -0.64
H -2.90541 -1.80342 1.16836 0.53 0.86 -1.32
H -0.29350 0.60401 -1.90580 -0.95 0.51 -0.32
H 0.47599 -0.96286 -1.97947 0.85 1.34 -0.20
H 1.39193 0.67794 -2.15067 1.47 0.37 -1.24
H 4.08480 -0.73187 -0.57609 -1.22 1.16 0.00
H 3.55664 -0.38097 1.76719 -1.62 -0.43 -0.08
```
Positions in Å, forces in eV/Å.

Here are the Mulliken charges for atoms 1 to 2, given in e: B 0.545; C -0.451